Computed, not measured: a structure of composition C23H52MnP4S in a non-equilibrium geometry, with wB97M-V/def2-TZVPD.

```
81
Properties=species:S:1:pos:R:3
Mn -0.177 -0.019 -0.066
P -1.898 1.817 0.263
P -2.200 -1.527 1.237
P 1.419 1.752 -0.975
H -1.305 -2.597 -0.960
C -0.389 -2.049 -1.194
C 0.694 -2.034 -0.265
H 0.598 -2.585 0.678
C -2.879 1.945 -1.276
C -3.180 1.837 1.576
C -1.290 3.538 0.465
C -1.983 -3.352 1.411
C -3.082 -1.335 2.845
C -3.642 -1.500 0.088
C 3.011 0.953 -1.380
C 2.008 3.269 -0.110
C 0.809 2.452 -2.568
H -0.175 -1.968 -2.277
H 1.728 -1.832 -0.579
H -3.631 2.740 -1.193
H -3.386 0.994 -1.476
H -2.219 2.172 -2.122
H -3.589 2.853 1.661
H -2.747 1.580 2.548
H -4.011 1.160 1.355
H -2.136 4.204 0.685
H -0.794 3.896 -0.444
H -0.590 3.595 1.308
H -2.975 -3.805 1.561
H -1.348 -3.576 2.278
H -1.516 -3.794 0.530
H -3.825 -2.141 2.943
H -3.594 -0.373 2.917
H -2.369 -1.414 3.676
H -4.234 -2.414 0.231
H -3.290 -1.454 -0.949
H -4.278 -0.628 0.277
H 3.437 1.419 -2.275
H 2.889 -0.121 -1.567
H 3.703 1.069 -0.540
H 2.071 4.099 -0.833
H 3.007 3.112 0.306
H 1.341 3.571 0.705
H 1.616 2.431 -3.311
H 0.477 3.488 -2.421
H -0.039 1.887 -2.980
C 1.070 -1.348 -5.113
C 0.456 -0.725 -6.215
C 0.711 -1.192 -7.505
C 1.504 -2.332 -7.699
C 2.024 -3.023 -6.595
C 1.785 -2.547 -5.303
S 1.038 -0.594 -3.537
H -0.258 -0.094 -3.339
H -0.196 0.125 -6.022
H 0.291 -0.658 -8.361
H 1.720 -2.666 -8.713
H 2.633 -3.918 -6.734
H 2.136 -3.094 -4.431
C -0.743 0.649 4.623
C 0.062 1.240 3.469
P 0.838 0.075 2.260
C 2.596 0.625 2.185
C 3.311 0.939 3.496
C 0.956 -1.569 3.083
C 1.586 -1.663 4.470
H -1.819 0.674 4.418
H -0.602 1.257 5.529
H -0.467 -0.380 4.872
H -0.583 1.907 2.872
H 0.872 1.866 3.871
H 3.150 -0.161 1.650
H 2.623 1.518 1.540
H 3.443 0.052 4.123
H 4.314 1.325 3.271
H 2.798 1.708 4.086
H -0.066 -1.979 3.083
H 1.547 -2.187 2.394
H 1.485 -0.751 5.067
H 1.099 -2.474 5.028
H 2.652 -1.921 4.395
```

Its LUMO energy (alpha / beta) is -12.28 / -10.91 eV. The value obtained for the relative energy (zero: lowest compared OMol25 entry of this formula, charge and spin) is 42.6 kcal/mol. The spin multiplicity is 5. The HOMO energy (alpha / beta) is -15.34 / -15.34 eV. The charge is +3. For the total energy, the calculation gives -3821.1300 Eh.

Here are the Löwdin charges for atoms 1 to 5, given in e: Mn 0.41; P 0.78; P 0.86; P 0.81; H 0.04